A 2-piece molecular cluster, C27H56BrClO5P overall in a non-equilibrium geometry, computed with ωB97M-V with the def2-TZVPD basis set.

The geometry in XYZ format:
```
91
Properties=species:S:1:pos:R:3:forces:R:3:lowdin_charge:R:1
O 1.721 8.184 -2.441 -0.009 0.080 0.012 0.00
H -4.505 -1.307 0.911 0.178 -0.422 -0.782 0.08
H -6.210 -3.051 0.828 0.539 -0.349 -0.646 0.06
H 1.750 4.715 -0.788 -0.022 -0.007 -0.150 0.09
O 0.926 6.573 -1.241 0.048 0.132 -0.084 0.01
H -3.132 -3.513 -0.721 0.472 0.026 0.344 -0.02
H -2.383 2.914 0.556 0.571 -0.697 0.143 0.09
H 1.430 -1.557 -3.456 0.334 0.637 0.054 0.05
H -3.797 0.715 0.477 0.680 -0.190 0.402 0.07
H 3.525 8.304 -3.465 -0.085 -0.117 -0.081 0.10
H -4.571 -3.673 1.117 -0.461 -0.163 -0.826 0.07
H 1.554 -5.526 0.895 -0.497 0.432 0.376 0.09
C -1.343 -0.050 -1.102 -0.884 1.624 -2.541 -0.42
C 0.386 -2.024 -0.326 0.372 -0.014 0.150 -0.14
H 0.978 1.428 -2.883 -0.039 -0.585 0.252 0.10
H 2.277 0.996 0.960 0.520 0.246 0.546 0.08
Cl -0.536 2.089 1.803 -0.458 -0.088 -0.483 0.55
H 1.261 -1.743 0.321 -0.541 -0.198 -0.690 0.08
C 0.050 -3.519 -0.006 0.896 -0.250 0.029 -0.19
H 2.267 -2.669 4.359 0.313 -0.065 -0.668 0.10
H 2.233 -0.065 -4.193 -0.289 -0.580 0.524 0.05
H -2.666 0.142 1.844 -0.280 0.205 -0.824 0.08
H 0.759 -1.978 -1.371 -0.458 0.124 0.627 0.07
C -1.950 1.886 0.634 -0.992 0.240 -0.619 -0.65
C 0.781 5.174 -0.981 -0.144 -0.430 0.210 -0.03
H -1.270 0.453 -3.267 0.368 -0.122 0.644 0.12
H -0.521 -0.515 0.976 0.136 0.277 -0.996 0.10
C -0.641 -0.082 -2.526 1.200 -1.106 0.456 -0.13
C 3.016 1.184 1.778 0.352 0.310 -0.019 -0.25
C 4.209 2.156 -0.294 0.827 0.041 0.209 -0.14
O -1.907 -1.830 0.445 0.053 1.098 -1.147 -0.32
Br 3.484 -0.832 -2.141 -0.398 -0.235 -0.688 0.60
C 4.100 2.213 1.279 -1.554 0.268 -0.721 -0.23
H -0.900 -3.865 -0.474 0.617 0.517 0.560 0.08
H 0.163 5.067 -0.091 0.032 0.226 -0.031 0.09
H -0.638 -1.158 -2.832 -0.211 0.826 0.157 0.09
C 1.666 6.854 -2.313 -0.218 0.035 0.315 -0.62
H -6.238 -0.003 0.930 -0.574 -0.462 -0.404 0.06
C 2.306 -4.759 2.778 0.094 -0.543 -1.079 -0.21
C -1.499 1.489 -0.811 0.254 0.117 1.253 -0.14
H -6.118 -1.713 -1.684 0.275 0.397 0.572 0.09
C 3.072 -3.437 2.383 -0.338 -0.167 1.090 -0.19
H 4.039 3.144 -0.783 0.193 -0.591 0.450 0.06
H 0.411 -3.001 2.153 -0.036 -0.483 -0.446 0.10
H 4.149 -3.684 2.257 -0.639 0.203 0.004 0.10
H 2.009 -0.378 3.805 0.368 -0.108 -0.631 0.11
O -2.691 -0.433 -1.467 1.370 -0.336 1.856 -0.32
C 0.142 -3.877 1.526 -0.684 -1.268 -0.158 -0.17
H -5.333 -3.921 -0.556 0.079 0.302 0.558 0.06
H -3.618 1.640 1.992 0.449 -0.522 -0.458 0.08
H 5.067 2.089 1.807 -0.510 -0.048 -0.435 0.09
H -1.810 -2.565 -1.786 0.494 0.760 0.305 0.00
C 2.925 -2.348 3.524 0.145 0.685 -0.904 -0.20
C -0.783 -1.020 0.019 -0.741 -1.340 0.991 -0.27
H 0.850 -4.131 -0.505 -0.496 0.580 0.275 0.10
H 1.175 0.413 -1.422 -0.172 0.043 -0.805 0.07
C 1.850 -0.551 -3.273 -0.190 0.737 0.511 -0.52
H 2.055 8.266 -4.490 0.109 -0.111 0.055 0.10
H 4.424 -0.068 2.929 -0.281 -0.270 -0.589 0.11
H 1.556 -1.133 2.251 0.563 0.106 0.434 0.08
H 2.720 -3.023 1.408 0.116 -0.361 0.693 0.10
H 0.523 -5.959 2.279 0.387 0.668 -0.319 0.10
H 3.936 -2.170 3.963 -0.704 -0.047 -0.117 0.10
C 3.582 -0.206 2.218 -2.043 0.594 0.321 -0.19
H 3.495 1.442 -0.758 0.528 0.523 0.545 -0.02
O 2.193 6.056 -3.039 0.105 -0.048 -0.152 0.13
H -3.706 -2.217 -2.194 -0.113 -0.225 0.067 0.00
C -6.778 -0.456 0.064 0.744 0.078 -0.663 -0.13
C -5.230 -3.250 0.320 0.561 1.248 0.821 -0.15
H 2.421 1.690 2.580 0.538 -0.743 -0.282 0.09
P -2.914 -2.082 -0.962 -1.982 -2.364 -1.626 0.52
C -4.589 -1.854 -0.068 -1.364 0.519 0.670 -0.47
H -7.495 -1.238 0.397 0.397 0.692 -0.077 0.05
H 0.280 4.678 -1.813 0.160 0.019 -0.029 0.10
H -5.240 -0.178 -1.439 0.101 -0.732 0.321 0.09
H 2.462 9.716 -3.559 -0.132 -0.060 0.191 0.09
H 1.948 -4.745 3.830 0.351 0.179 -0.587 0.09
C 2.407 -0.972 2.950 0.970 -0.491 0.472 -0.21
H -0.865 -4.215 1.878 0.619 0.622 -0.301 0.11
H 3.711 3.233 1.531 0.443 -0.741 -0.008 0.09
C -3.065 0.992 1.260 0.011 1.252 0.730 -0.12
H 3.839 -0.776 1.299 0.333 0.280 0.673 0.10
C 2.488 8.627 -3.557 0.150 0.201 -0.222 -0.05
H 5.238 1.823 -0.558 -0.688 0.182 -0.176 0.06
H -7.302 0.396 -0.436 0.058 -0.800 0.309 0.06
C 1.096 -5.113 1.823 0.567 0.445 0.465 -0.20
C -5.665 -1.058 -0.902 -0.251 0.512 0.642 -0.28
C 0.860 0.393 -2.495 -0.055 -0.221 0.142 -0.27
H -2.307 1.851 -1.494 0.547 -0.455 0.492 0.13
H 3.048 -5.593 2.673 -0.692 0.458 0.372 0.10
H -0.598 2.102 -1.053 -0.364 -0.588 0.180 0.09
```
Positions in Å, forces in eV/Å.

The calculation puts the gap between HOMO and LUMO at 6.38 eV. The charge is -1. Its spin multiplicity is 1.